{
  "formula": "C4H6N2S",
  "method": "wB97M-V/def2-TZVPD",
  "species": ["S", "N", "N", "C", "C", "C", "C", "H", "H", "H", "H", "H", "H"],
  "coordinates": [[-0.238, 2.219, 0.822], [1.065, 2.179, -0.169], [-0.788, -1.798, 0.007], [1.227, 1.090, -0.952], [0.462, -0.041, -0.996], [-0.197, -0.559, 0.109], [-0.632, 0.402, 1.277], [1.797, 1.524, -1.912], [-1.828, 0.269, 1.410], [-1.331, -2.243, 0.738], [-0.019, 0.213, 2.105], [-0.465, -2.484, -0.670], [0.947, -0.771, -1.768]],
  "lowdin_charge": [0.807, -0.407, 0.102, -0.323, -0.142, -0.337, -0.343, 0.145, 0.130, 0.102, 0.027, 0.106, 0.133],
  "e_above_lowest_kj_mol": 271.6,
  "lumo_ev": 0.24,
  "e_tot_ha": -663.6251,
  "smiles": "NC1=CC=NSC1",
  "gap_ev": 7.619
}